1.
31
Properties=species:S:1:pos:R:3:lowdin_charge:R:1 method="wB97M-V/def2-TZVPD" gap_ev=8.76
C -4.3587 0.6076 0.1054 -0.094
C -3.4593 1.2567 0.9118 -0.119
C -3.9052 -0.4999 -0.6064 -0.031
C -2.1456 0.9020 0.9281 -0.180
C -2.5355 -0.7898 -0.5708 -0.376
C -1.7367 -0.1655 0.3023 -0.053
C 1.3214 1.8452 -0.1775 -0.142
C 1.2100 0.2927 -1.9885 -0.156
C 1.1850 -2.6266 0.3060 -0.214
C 1.3829 0.1680 2.3642 -0.185
C 1.7369 0.4493 -0.6410 -0.513
O -2.1686 -1.8388 -1.3674 0.009
Si 1.0046 -0.7968 0.6412 0.903
H -5.3495 0.8628 0.0354 0.074
H -3.8551 2.0776 1.5074 0.103
H -4.6525 -1.0632 -1.2354 0.126
H -1.4024 1.4618 1.5856 0.112
H 1.5750 2.0958 0.8185 0.038
H 1.8662 2.5401 -0.8733 0.107
H 0.3375 2.0430 -0.2482 0.025
H 1.1563 -0.7101 -2.2838 0.052
H 1.5970 0.9912 -2.7727 0.110
H 0.2345 0.5788 -1.8364 0.037
H 2.2333 -2.9531 0.4387 0.029
H 0.6712 -3.3682 0.9658 0.044
H 0.8358 -2.6046 -0.7718 0.040
H 1.0012 -0.4614 3.1353 -0.004
H 2.3292 0.5593 2.6333 0.010
H 0.7602 1.0843 2.3992 0.013
H 2.8753 0.4048 -0.5630 0.130
H -2.9616 -2.3157 -1.6885 0.105

2.
31
Properties=species:S:1:pos:R:3:lowdin_charge:R:1 method="wB97M-V/def2-TZVPD" gap_ev="6.72 / 8.21"
C 1.2747 1.4707 0.9419 0.104
C 1.5571 0.4623 1.7216 -0.303
C 2.5812 1.4535 -1.2901 -0.095
C 1.2498 1.1996 -0.8604 -0.244
C 3.1818 0.2895 -1.5079 -0.059
C 2.2112 -0.8800 -1.4405 -0.098
C 0.9401 -0.1782 -1.3259 -0.202
C 1.6806 0.7493 3.1811 -0.165
C -2.9403 -1.0180 -1.9149 -0.141
C -2.1250 1.1598 0.2702 -0.141
C -1.8723 -1.8459 0.8063 -0.151
O -0.3230 -0.6353 -1.2663 -0.070
Si -1.7575 -0.4477 -0.5555 0.454
H 3.0352 2.3717 -1.3878 0.096
H 0.4797 1.8660 -1.1897 0.110
H 4.1377 0.2552 -2.0145 0.103
H 1.6828 -0.5959 1.5072 0.095
H 2.2489 -1.4532 -2.3858 0.143
H 2.3742 -1.5710 -0.6750 0.103
H 1.4071 1.8380 3.2622 0.060
H 2.7818 0.6239 3.6701 0.117
H 0.8529 0.3517 3.8505 0.075
H -2.5408 -1.7125 -2.6486 0.040
H -3.9464 -1.3157 -1.4691 0.066
H -3.1624 -0.1184 -2.3422 -0.027
H -1.7910 1.8775 -0.4285 0.011
H -3.1393 1.3125 0.1752 0.000
H -1.7737 1.4496 1.3117 0.080
H -1.0910 -2.6859 0.7170 0.059
H -1.5471 -1.4546 1.6963 -0.038
H -2.8616 -2.2335 0.9990 0.016

So which one is most stable? That would be 1, about 1.787 eV below the next structure.

1.
18
Properties=species:S:1:pos:R:3:lowdin_charge:R:1 method="wB97M-V/def2-TZVPD" multiplicity=2 s_squared=0.753 gap_ev="9.50 / 6.08" charge=+1
C -0.8432 -0.6025 -0.9458 0.000
C -0.0550 0.5225 -0.2579 -0.236
C -0.3390 1.8921 -0.4599 0.242
C 0.7848 0.0521 0.8919 -0.024
H -1.3258 -0.1850 -1.8852 0.110
H -0.3145 -1.4365 -1.4623 0.123
H -1.5808 -0.9188 -0.1845 0.110
H 0.2933 2.7941 -0.1844 0.138
H -1.1350 2.1138 -1.2027 0.118
H 1.4718 0.7797 1.3626 0.113
H 0.1503 -0.0115 1.8026 0.139
H 1.3037 -0.9028 0.7521 0.118
H -3.0600 -1.9564 2.3775 0.053
H -2.5911 -3.4254 1.9211 0.052
O -2.3438 -2.4872 1.9742 -0.081
H 2.6375 2.0608 -1.2377 0.057
H 2.0880 0.6293 -1.3842 0.027
O 2.9410 1.1464 -1.4798 -0.059

2.
18
Properties=species:S:1:pos:R:3:lowdin_charge:R:1 method="wB97M-V/def2-TZVPD" multiplicity=2 s_squared=0.752 gap_ev="9.70 / 6.29" charge=+1
C 1.7247 1.3160 0.5764 -0.035
C 1.4351 -0.1194 0.5471 0.018
C 0.2236 -0.6428 1.0526 0.023
C -0.0740 -2.0664 0.9563 -0.017
H 1.6117 1.8079 1.5468 0.121
H 2.7655 1.5134 0.3554 0.097
H 1.2047 1.9097 -0.1806 0.115
H 2.1882 -0.7699 0.1088 0.150
H -0.5241 0.0185 1.4665 0.134
H -0.9174 -2.3838 1.5580 0.111
H -0.3901 -2.4146 -0.0293 0.127
H 0.8521 -2.6239 1.1206 0.121
H 0.4303 0.6769 -2.1514 0.040
H -0.1849 -0.6726 -1.6449 0.005
O -0.1323 -0.0744 -2.3954 -0.017
H -2.5334 2.0751 0.1755 0.050
H -1.9203 1.0902 -0.8479 0.007
O -2.5910 1.1693 -0.1595 -0.049

So which one is most stable? That would be 2, about 0.559 eV below the next structure.

1.
20
Properties=species:S:1:pos:R:3:lowdin_charge:R:1 method="wB97M-V/def2-TZVPD" smiles="C/C=C(/N=C/C)n1cnnn1" gap_ev=8.43
C 0.5941 2.6455 0.1215 -0.135
C -0.2929 1.5961 -0.2166 -0.084
C 0.1096 0.2249 -0.2106 -0.233
N -0.6795 -0.8843 -0.1667 0.078
C -1.8836 -0.7749 0.2005 -0.171
C -2.7647 -2.0386 0.3244 -0.056
N 1.5685 -0.0524 -0.1883 -0.036
C 2.0249 -1.2890 -0.6044 -0.157
N 3.2992 -1.3579 -0.3806 0.018
N 3.6096 -0.2227 0.2852 -0.045
N 2.6079 0.5860 0.3620 0.024
H 1.1685 2.2345 1.0006 0.089
H 1.5304 2.8313 -0.5032 0.112
H 0.1678 3.5736 0.1844 0.044
H -1.3730 1.7855 -0.4110 0.107
H -2.4103 0.2031 0.4600 0.131
H -2.9187 -2.3708 -0.6353 0.032
H -2.1611 -2.8486 0.8192 0.098
H -3.7455 -1.8422 0.7878 0.076
H 1.5489 -1.9991 -1.2291 0.108

2.
20
Properties=species:S:1:pos:R:3:lowdin_charge:R:1 method="wB97M-V/def2-TZVPD" gap_ev=9.03
H -2.7772 2.6227 2.3982 0.024
N -2.5692 1.6174 2.5914 0.049
C -1.6360 1.2346 1.6238 -0.312
C -1.1750 2.3859 0.5523 -0.098
C -1.1555 -0.3319 1.6515 -0.083
C -0.0837 -0.7142 0.4177 -0.220
N -0.5346 -1.7706 -0.4368 0.049
N 0.3195 -2.0991 -1.3696 0.043
C 1.5297 -1.3344 -1.3441 -0.240
C 2.6507 -1.7946 -2.5055 -0.069
N 1.9627 -0.2497 -0.5161 0.048
N 1.1084 0.0785 0.4168 0.051
H -0.3804 3.0818 1.0674 0.091
H -2.1390 3.0424 0.3099 0.090
H -0.7535 1.9137 -0.4596 0.079
H -0.6331 -0.6375 2.6653 0.125
H -2.1511 -0.9855 1.5751 0.128
H 3.3734 -0.9236 -2.8036 0.078
H 2.0607 -2.2010 -3.4533 0.085
H 3.3072 -2.6897 -2.1234 0.080

So which one is most stable? That would be 1, about 2.477 eV below the next structure.

1.
9
Properties=species:S:1:pos:R:3:lowdin_charge:R:1 method="wB97M-V/def2-TZVPD" gap_ev=8.93
C -0.0444 1.1552 -0.2869 -0.390
N 1.3238 0.5980 -0.0242 -0.063
N 1.3781 -0.6551 0.1137 -0.204
N 0.2571 -1.3514 0.2739 -0.392
P -1.1873 -0.4055 -0.1109 0.784
H -0.3202 1.9308 0.4649 0.068
H -0.1274 1.6213 -1.2026 0.014
H 0.4306 -2.5472 -0.5378 0.258
H -1.7104 -0.3462 1.3099 -0.074

2.
9
Properties=species:S:1:pos:R:3:lowdin_charge:R:1 method="wB97M-V/def2-TZVPD" gap_ev="9.43 / 7.35"
C 0.3475 -1.6489 -0.1572 -0.556
N 1.1286 -2.4654 0.0562 0.073
N -0.0817 1.1705 1.7389 -0.024
N -0.2286 0.3160 -1.7126 -0.272
P -0.9365 -0.4731 -0.4392 0.822
H 0.6083 0.5317 2.1303 -0.062
H -0.9041 1.0888 2.3323 -0.064
H 0.7693 0.3514 -1.8691 0.049
H -0.7029 1.1291 -2.0796 0.034

3.
9
Properties=species:S:1:pos:R:3:lowdin_charge:R:1 method="wB97M-V/def2-TZVPD" gap_ev="9.57 / 7.53"
C -2.0336 0.6531 0.0114 -0.582
N -2.7656 1.4090 0.4618 0.077
N 1.0169 1.3978 -0.7917 0.040
N -0.8940 -1.7453 0.2487 -0.252
P -1.1948 -0.5571 -0.9282 0.834
H 1.9361 0.9991 -0.8724 -0.047
H 0.7552 1.6263 0.1370 -0.073
H -0.7351 -1.4234 1.1443 -0.005
H -1.2016 -2.6708 0.2248 0.009

So which one is most stable? That would be 2, about 0.588 eV below the next structure.

1.
9
Properties=species:S:1:pos:R:3:lowdin_charge:R:1 method="wB97M-V/def2-TZVPD" gap_ev=6.86
C -0.8911 0.4365 -0.5146 0.009
O 2.0031 0.2082 0.3946 -0.356
C -0.4051 -0.5537 0.4982 0.023
H -1.7393 0.2376 -1.1686 0.081
H -0.7299 1.4756 -0.2047 0.091
H 2.3718 0.1932 -0.4003 -0.187
H -1.1226 -1.3378 0.5928 0.078
H 0.3652 -0.2032 -0.6046 0.194
H 0.1479 -0.4564 1.4071 0.068

2.
9
Properties=species:S:1:pos:R:3:lowdin_charge:R:1 method="wB97M-V/def2-TZVPD" smiles="C=C.O" gap_ev=11.17
C 0.9962 0.2028 0.2160 -0.107
C 2.2273 -0.1239 -0.1295 -0.079
H 0.3539 -0.6728 0.5605 0.073
H 0.6489 1.2360 0.1238 0.048
H 2.2918 -1.2225 0.0205 0.068
H 2.7414 0.5834 -0.6409 0.011
O -2.5132 -0.1504 -0.0946 -0.078
H -1.9376 0.5338 0.3930 0.068
H -3.3339 0.2718 -0.2194 -0.004

So which one is most stable? That would be 2, about 4.710 eV below the next structure.

1.
34
Properties=species:S:1:pos:R:3:lowdin_charge:R:1 method="wB97M-V/def2-TZVPD" smiles="CCOCCCCC[C@H]1COC(=O)C1" gap_ev=10.47
C 2.5994 -2.1758 0.1715 -0.073
C 2.8009 -1.1591 -0.9556 -0.264
O 3.4624 0.0248 -0.5388 -0.154
C 2.7265 0.8449 0.3537 -0.222
C 1.9525 1.9627 -0.3601 -0.169
C 0.4724 1.6167 -0.5944 -0.204
C -0.3781 1.7136 0.6964 -0.184
C -1.2117 0.4622 1.0128 -0.168
C -2.5243 0.3422 0.2278 -0.276
C -2.3401 -0.2509 -1.1687 -0.118
O -2.2539 -1.6808 -0.9535 0.018
C -3.2304 -1.9573 -0.0399 -0.481
O -3.7661 -3.0197 0.0323 0.137
C -3.4494 -0.7333 0.8307 -0.039
H 3.3744 -2.0387 0.9310 0.084
H 1.6328 -2.0463 0.6697 0.059
H 2.6321 -3.1957 -0.2131 0.074
H 3.4325 -1.5870 -1.7387 0.117
H 1.8385 -0.9210 -1.4306 0.104
H 3.4459 1.2723 1.0590 0.123
H 2.0244 0.2454 0.9482 0.110
H 2.4496 2.2021 -1.3029 0.116
H 1.9888 2.8543 0.2788 0.110
H 0.0712 2.3000 -1.3513 0.111
H 0.4052 0.6042 -0.9997 0.077
H -1.0461 2.5795 0.6263 0.111
H 0.2931 1.8935 1.5437 0.107
H -0.6069 -0.4321 0.8103 0.118
H -1.4515 0.4492 2.0813 0.115
H -3.0167 1.3142 0.1221 0.145
H -1.4757 0.0822 -1.7378 0.116
H -3.2412 -0.0734 -1.7678 0.134
H -3.1100 -1.0320 1.8276 0.129
H -4.5005 -0.4606 0.9291 0.132

2.
34
Properties=species:S:1:pos:R:3:lowdin_charge:R:1 method="wB97M-V/def2-TZVPD" smiles=CCCCCCC[C@H]1OOC[C@@H]2O[C@H]21 gap_ev=10.43
C -4.5461 -1.2650 0.5938 -0.200
C -3.0863 -1.4883 -0.0890 -0.280
C -1.9442 -0.4244 0.0560 -0.267
C -2.0540 1.0270 -0.6098 -0.155
C -0.9168 1.7281 0.3176 -0.250
C 0.4393 2.0204 -0.3575 -0.245
C 0.9562 0.7876 -0.8684 -0.182
C 1.6204 -0.2891 -0.1175 -0.303
O 2.0310 -1.5135 -0.8480 -0.023
O 3.1879 -2.0403 -0.0150 -0.116
C 4.4756 -1.2497 -0.0298 -0.104
C 3.9731 0.1983 0.0240 -0.190
O 3.5652 1.2783 0.9582 0.036
C 2.7166 0.1353 0.8305 -0.229
H -4.4144 -0.9608 1.7221 0.070
H -5.3724 -2.0398 0.4997 0.061
H -5.1550 -0.2708 0.3245 0.078
H -3.6345 -1.6736 -1.1905 0.138
H -2.6804 -2.4817 0.5721 0.149
H -1.7622 -0.4873 1.2519 0.142
H -1.0631 -0.9267 -0.4130 0.082
H -1.7560 1.2579 -1.7187 0.128
H -3.0762 1.5052 -0.3735 0.114
H -1.3526 2.6555 0.5613 0.066
H -0.7796 1.2332 1.4065 0.140
H 0.0337 2.8580 -0.9376 0.123
H 0.8727 2.6519 0.4603 0.134
H -0.0558 0.4868 -1.6298 0.186
H 1.7139 1.0834 -1.5488 0.102
H 0.9410 -0.7620 0.6529 0.149
H 5.3861 -1.2091 -0.7812 0.154
H 4.9417 -1.7991 0.7444 0.106
H 3.9389 0.6729 -1.0992 0.194
H 2.8563 -0.6989 1.6513 0.191

So which one is most stable? That would be 1, about 12.435 eV below the next structure.